The following is a quantum chemistry calculation of a structure of composition C38H86BBr3ClNO21P2S5 in a non-equilibrium geometry, from the OMol25 dataset.

## Properties
HOMO in eV: -8.637
Gap between HOMO and LUMO in eV: 8.769
2S+1: 1

Each line ends with the Mulliken charge.
Geometry (Å):
C: 5.61 -2.04 -1.73  -1.16
C: 5.63 -1.07 -0.54  -0.30
N: 4.41 -0.24 -0.37  1.14
P: 3.60 -0.54 1.11  0.46
O: 4.84 -0.65 2.17  -0.68
Br: 3.21 -2.76 0.81  -0.34
C: 4.57 1.20 -0.80  1.08
C: 5.24 1.24 -2.18  -2.33
C: 4.68 0.50 -3.36  -0.14
O: 3.84 -0.31 -3.46  -0.30
Br: 5.63 1.08 -5.02  -0.22
C: 5.54 1.90 0.23  -2.19
C: 6.67 2.83 -0.28  0.75
C: 8.00 2.11 -0.57  -1.25
Cl: 6.99 4.04 1.05  -0.23
C: 3.21 1.97 -0.85  -0.20
C: 2.09 1.31 -1.69  -0.63
C: 1.52 -0.04 -1.28  1.94
C: 0.01 -0.11 -1.58  -0.58
C: -0.26 -0.12 -3.11  -0.80
C: -0.85 1.19 -3.65  -0.32
C: -2.24 1.51 -3.13  -0.52
C: -2.93 2.68 -3.84  -0.50
C: -2.13 3.98 -3.97  -0.96
O: -2.13 4.78 -2.78  -0.48
C: -1.09 4.44 -1.89  -0.33
O: 2.77 2.11 0.52  0.78
C: 1.76 2.94 0.91  0.34
Br: 2.39 4.74 1.52  -0.21
P: 1.01 2.21 2.49  -0.42
C: -0.41 3.34 2.75  -0.35
C: -1.34 2.83 3.88  -1.20
C: 0.18 0.68 1.91  0.61
C: -0.28 -0.18 3.11  -1.58
B: 3.44 3.44 -1.54  1.09
O: 4.37 4.31 -1.04  -0.81
O: 2.67 3.85 -2.63  -0.61
H: 4.58 -2.32 -1.91  -0.07
H: 6.15 -2.95 -1.46  0.47
H: 6.05 -1.62 -2.64  0.29
H: 5.76 -1.69 0.35  1.05
H: 6.54 -0.46 -0.54  -0.29
H: 4.55 -0.33 3.04  0.37
H: 5.36 2.27 -2.53  0.90
H: 6.28 0.91 -2.13  0.98
H: 6.05 1.13 0.80  0.84
H: 4.96 2.46 0.95  0.39
H: 6.39 3.46 -1.11  0.22
H: 8.14 2.00 -1.65  0.27
H: 8.03 1.13 -0.10  0.24
H: 8.83 2.71 -0.23  0.48
H: 2.38 1.31 -2.74  0.88
H: 1.26 2.02 -1.66  -0.24
H: 1.96 -0.86 -1.85  -0.28
H: 1.68 -0.28 -0.23  -2.15
H: -0.50 0.74 -1.13  -0.09
H: -0.36 -1.05 -1.17  0.74
H: -0.99 -0.90 -3.34  0.19
H: 0.65 -0.35 -3.66  0.44
H: -0.91 1.13 -4.75  0.59
H: -0.19 2.04 -3.44  -0.28
H: -2.22 1.72 -2.06  0.21
H: -2.88 0.63 -3.26  0.42
H: -3.87 2.93 -3.34  0.28
H: -3.19 2.39 -4.87  0.38
H: -2.61 4.59 -4.74  0.49
H: -1.10 3.81 -4.30  0.41
H: -0.88 5.31 -1.26  0.36
H: -0.17 4.18 -2.43  0.09
H: -1.38 3.61 -1.24  0.15
H: 0.99 3.12 0.16  -0.45
H: -1.02 3.44 1.85  0.19
H: -0.03 4.32 3.03  0.56
H: -0.77 2.34 4.67  0.21
H: -1.84 3.69 4.33  0.53
H: -2.12 2.18 3.50  0.24
H: 0.84 0.07 1.30  -0.45
H: -0.70 0.92 1.31  0.30
H: -1.28 0.07 3.43  0.29
H: -0.25 -1.23 2.83  0.48
H: 0.39 -0.04 3.96  0.30
H: 4.06 5.22 -1.08  0.30
H: 3.20 4.01 -3.41  0.21
O: -1.47 -3.80 -2.93  -0.58
S: -2.10 -4.48 -4.03  1.36
O: -2.79 -3.72 -5.03  -0.67
O: -3.07 -5.60 -3.45  -0.35
C: -4.06 -5.19 -2.48  -0.31
C: -5.22 -4.44 -3.10  -0.97
C: -0.93 -5.53 -4.81  -1.07
H: -3.58 -4.61 -1.69  0.30
H: -4.41 -6.12 -2.04  0.29
H: -4.90 -3.48 -3.51  0.27
H: -5.98 -4.25 -2.34  0.39
H: -5.66 -5.01 -3.91  0.27
H: -0.42 -6.11 -4.05  0.30
H: -0.23 -4.89 -5.33  0.36
H: -1.45 -6.17 -5.51  0.43
O: -3.62 0.38 5.08  -0.68
S: -3.15 -0.27 6.27  1.24
O: -2.85 -1.67 6.25  -0.61
O: -4.17 0.04 7.45  -0.22
C: -5.56 -0.30 7.26  -0.41
C: -5.81 -1.79 7.36  -0.86
C: -1.77 0.59 6.92  -0.60
H: -5.89 0.10 6.30  0.35
H: -6.08 0.23 8.05  0.28
H: -5.34 -2.34 6.55  0.28
H: -6.89 -1.98 7.32  0.40
H: -5.42 -2.19 8.30  0.16
H: -2.00 1.65 6.96  0.33
H: -0.94 0.40 6.25  0.13
H: -1.55 0.19 7.91  0.27
O: -3.38 -3.00 10.05  -0.67
S: -2.18 -2.35 10.48  1.26
O: -1.53 -1.41 9.62  -0.58
O: -1.13 -3.45 10.93  -0.32
C: -0.83 -4.51 9.99  -0.34
C: 0.04 -4.04 8.84  -0.81
C: -2.43 -1.61 12.05  -1.04
H: -1.76 -4.95 9.64  0.32
H: -0.31 -5.26 10.58  0.28
H: -0.49 -3.33 8.20  0.15
H: 0.32 -4.90 8.23  0.38
H: 0.94 -3.56 9.21  0.26
H: -2.91 -2.33 12.71  0.34
H: -3.09 -0.75 11.89  0.37
H: -1.48 -1.28 12.45  0.33
O: -6.54 4.46 -4.98  -0.64
S: -6.51 5.78 -4.42  1.25
O: -7.69 6.31 -3.82  -0.63
O: -5.97 6.78 -5.53  -0.26
C: -6.64 6.78 -6.82  -0.37
C: -7.99 7.46 -6.78  -0.98
C: -5.16 5.93 -3.31  -0.65
H: -6.71 5.76 -7.18  0.35
H: -5.96 7.32 -7.47  0.27
H: -8.70 6.91 -6.16  0.31
H: -8.40 7.52 -7.79  0.38
H: -7.91 8.47 -6.37  0.26
H: -4.27 5.54 -3.78  -0.12
H: -5.41 5.34 -2.43  0.40
H: -5.05 6.97 -3.04  0.40
O: 2.02 -6.46 -4.57  -0.69
S: 3.17 -5.71 -4.15  1.26
O: 3.88 -4.92 -5.10  -0.61
O: 4.18 -6.71 -3.43  -0.27
C: 4.58 -7.90 -4.15  -0.38
C: 5.57 -7.61 -5.26  -0.97
C: 2.76 -4.73 -2.75  -0.84
H: 3.69 -8.40 -4.53  0.34
H: 5.03 -8.53 -3.39  0.27
H: 5.13 -7.01 -6.05  0.29
H: 5.92 -8.55 -5.69  0.39
H: 6.43 -7.06 -4.87  0.26
H: 2.24 -5.35 -2.03  0.42
H: 2.11 -3.94 -3.11  0.35
H: 3.67 -4.31 -2.33  0.19



The following is a quantum chemistry calculation of a structure of composition H23O11 in a non-equilibrium geometry, from the OMol25 dataset.

## Properties
HOMO in eV: -13.169
Energy relative to the best compared isomer or geometry (same formula, charge and spin) in kcal/mol: 158.1
Gap between HOMO and LUMO in eV: 9.940
Total charge: +1
2S+1: 1

Each line ends with the Mulliken charge.
Geometry (Å):
O: -0.06 0.13 -1.32  -0.52
H: -1.04 0.10 -0.97  0.47
H: 1.47 2.20 -2.14  0.48
O: 1.34 1.88 -0.26  -0.57
H: 0.30 -0.18 -0.40  0.35
H: -0.91 -4.30 1.95  0.30
O: -1.82 -0.97 0.69  -0.60
H: -1.80 -1.34 -4.65  0.37
H: -1.64 0.99 3.53  0.29
O: 1.56 -2.27 0.34  -0.61
H: 0.74 -2.45 -0.15  0.32
H: 1.41 -3.43 -1.40  0.32
O: 0.74 1.87 -2.78  -0.58
H: -1.57 1.22 1.95  0.34
H: 1.96 2.64 -0.02  0.30
O: 1.37 1.58 2.48  -0.60
H: 1.95 1.47 3.23  0.27
H: -2.32 -1.69 0.40  0.23
O: -1.09 -3.60 1.29  -0.64
H: -1.27 -1.55 1.25  0.38
O: 2.34 -3.07 -1.92  -0.62
H: 2.81 -2.99 -1.05  0.34
H: 1.11 1.58 0.51  0.12
O: -0.36 4.34 0.80  -0.58
H: -1.93 -3.46 0.81  0.30
H: -0.52 4.37 1.69  0.29
O: -1.87 -1.74 -3.61  -0.63
H: -1.04 5.07 0.48  0.32
H: -1.22 -1.14 -3.25  0.26
O: -1.46 1.63 2.88  -0.62
H: 1.83 -2.72 1.11  0.26
H: 0.67 1.99 3.08  0.32
H: 0.08 2.61 -2.76  0.42
H: 0.23 1.22 -1.81  0.52



The following is a quantum chemistry calculation of a structure of composition C3H10NOP in a non-equilibrium geometry, from the OMol25 dataset.

## Properties
HOMO (alpha / beta) in eV: -8.761 / -8.762
Energy relative to the best compared isomer or geometry (same formula, charge and spin) in kcal/mol: 108.8
Gap between HOMO and LUMO (alpha / beta) in eV: 9.152 / 9.152
2S+1: 1

Each line ends with the Mulliken charge.
Geometry (Å):
C: -0.34 1.68 -1.07  -0.90
C: -1.13 0.14 0.71  -0.99
C: 1.81 -1.37 0.43  -0.90
N: -0.22 0.42 -0.38  0.13
O: 2.16 -0.20 -2.53  -0.66
P: 0.76 -0.78 -0.93  0.35
H: 0.38 1.68 -1.88  0.31
H: -1.35 1.83 -1.46  0.30
H: -0.11 2.51 -0.39  0.30
H: -1.08 -0.92 0.96  0.37
H: -0.87 0.72 1.60  0.29
H: -2.16 0.38 0.43  0.33
H: 2.59 -0.61 0.56  0.24
H: 1.26 -1.51 1.35  0.38
H: 2.29 -2.30 0.11  0.34
H: -0.05 -1.87 -1.26  0.11



The following is a quantum chemistry calculation of a structure of composition C4H4BaO in a non-equilibrium geometry, from the OMol25 dataset.

## Properties
HOMO (alpha / beta) in eV: -9.059 / -11.793
Energy relative to the best compared isomer or geometry (same formula, charge and spin) in kcal/mol: 46.6
Gap between HOMO and LUMO (alpha / beta) in eV: 5.511 / 7.780
Total charge: +1
2S+1: 2

Each line ends with the Mulliken charge.
Geometry (Å):
H: -1.45 1.06 0.05  0.33
C: 1.43 -0.46 -2.20  -0.22
C: 1.06 -0.89 -1.12  -0.20
H: 2.04 -0.24 -3.06  0.38
C: 0.24 -0.98 0.05  -0.41
C: 0.06 0.08 0.85  -0.08
O: -1.13 0.74 0.96  -0.35
Ba: -2.65 1.76 3.26  0.86
H: -0.51 -1.78 0.06  0.32
H: 0.90 0.71 1.16  0.37